{"formula": "C5H5Br2NO2S", "method": "the ωB97M-V functional and the def2-TZVPD basis", "elements": ["C", "C", "C", "C", "C", "N", "O", "O", "S", "Br", "Br", "H", "H", "H", "H", "H"], "positions_angstrom": [[0.2032, 0.9875, 0.0418], [-3.2794, -0.4962, 0.0492], [1.3219, 1.8651, 0.3385], [-0.7843, -0.9658, -0.7588], [1.5658, -1.0500, -0.0883], [0.3532, -0.2587, -0.2342], [2.1500, 2.1010, -0.5096], [1.2791, 2.5520, 1.4976], [-2.1771, 0.2445, -0.9450], [-4.9409, 0.3251, 0.1296], [-1.2451, -2.5117, 0.3617], [-0.5612, -1.3761, -1.7504], [1.4851, -1.6970, 0.7881], [1.7129, -1.6696, -0.9719], [2.4150, -0.3799, 0.0249], [0.5018, 2.3297, 2.0269]], "forces_ev_per_a": [[-0.32, 0.39, 0.02], [0.44, -0.02, -0.19], [0.20, -0.14, -0.21], [-0.98, -0.58, -0.02], [0.71, -0.23, 0.16], [0.32, 0.39, 0.38], [0.02, 0.10, 0.28], [0.30, -0.01, 0.07], [-0.63, -0.62, 0.27], [-0.32, 0.43, -0.19], [0.46, 0.26, -0.40], [0.02, 0.08, 0.26], [-0.04, 0.07, -0.16], [-0.02, -0.01, 0.00], [-0.07, 0.00, -0.07], [-0.09, -0.11, -0.20]], "homo_energy_ev": -8.459, "spin_multiplicity": 1, "gap_ev": 8.1, "total_energy_ev": -161766.6130, "e_above_lowest_kj_mol": 236.1}